(1)
50
Properties=species:S:1:pos:R:3:forces:R:3 method="wB97M-V/def2-TZVPD" total_energy_ha=-1055.4373 e_above_lowest_kcal_mol=108.5 charge=0 smiles="C/C=C/C[C@@H](C)N.O.O.O.O.O.O.O.O.O.O" molar_mass_da=279.33
C -1.4524 -2.0178 1.3708 2.45 1.17 1.42
C -0.3969 -0.8519 1.2356 -0.03 -0.65 -2.82
C -0.2595 -0.1528 -0.2880 -3.96 0.84 3.31
C 0.3970 1.1876 -0.1230 1.02 0.15 -0.44
C 1.3411 1.5218 -1.0345 -0.56 1.08 0.66
C 2.2614 2.7437 -1.0087 -1.95 0.33 -0.18
N 0.9337 -1.3756 1.4746 -0.17 -1.19 1.66
H -0.9897 -2.9724 1.3188 0.90 -0.86 -0.30
H -1.8716 -2.0647 2.3627 -0.70 0.52 0.23
H -2.1332 -2.0116 0.6072 -2.27 0.32 -1.61
H -0.6704 -0.0373 1.8810 -0.32 0.28 0.02
H -1.2855 -0.1348 -0.8309 1.44 0.15 1.03
H 0.4122 -0.6670 -0.8372 1.76 -2.35 -1.86
H 0.2054 1.7362 0.8284 0.35 -0.22 -0.89
H 1.3721 1.0168 -1.9977 0.07 -0.58 0.33
H 3.1110 2.5867 -1.6782 -0.51 0.50 -0.49
H 1.5422 3.6522 -1.2187 2.11 -1.33 0.21
H 2.7450 2.8218 -0.0513 -0.18 0.48 0.72
H 1.6825 -0.9458 0.9764 0.53 0.29 0.19
H 1.2043 -1.7937 2.4022 -0.52 0.85 -1.52
H 0.2056 0.6566 4.1255 2.79 2.32 0.86
H -0.0584 -0.6466 3.4899 -0.29 0.50 0.45
O -0.4850 0.0978 3.9512 -2.35 -2.57 -0.56
H -0.2291 -0.3438 -3.1068 2.50 -0.62 0.80
H -0.9462 0.0715 -4.3644 0.57 0.69 -2.32
O -1.0453 -0.1392 -3.4746 -2.85 0.74 1.13
H 3.5963 0.0280 0.0774 0.06 -0.67 0.11
H 3.1387 -1.4489 -0.3809 1.53 2.13 2.67
O 3.5711 -0.8750 0.4526 -1.50 -1.57 -3.43
H -4.0284 0.5388 -0.1181 -1.30 1.38 0.85
H -3.8582 1.7175 0.8024 1.04 0.82 1.50
O -4.5322 1.3130 0.2922 0.24 -2.49 -2.29
H 3.3529 1.1914 2.0735 -0.42 1.76 -1.97
H 3.2208 -0.2052 2.4794 0.09 -0.46 -0.13
O 3.5126 0.6486 2.7959 0.32 -1.11 2.31
H 2.9380 -2.3504 -2.6553 0.55 0.00 -0.35
H 1.5470 -2.4779 -2.0309 1.68 1.68 0.29
O 2.3130 -1.7945 -2.1940 -1.70 -1.34 0.26
H -3.0997 2.4520 -1.0434 0.28 1.09 0.25
H -1.8724 3.2925 -1.5298 -1.31 0.05 1.19
O -2.6373 3.3129 -0.8829 0.99 -1.04 -1.35
H -2.2270 2.6702 2.7698 0.81 -0.12 0.61
H -2.7911 3.3841 1.5431 0.14 0.16 -0.14
O -2.9770 2.7052 2.1991 -0.83 0.04 -0.62
H -1.8571 -1.9342 -3.5848 0.21 -0.16 -0.18
H -1.8587 -1.8320 -2.1250 0.05 -0.68 -0.50
O -1.6906 -2.5007 -2.8248 -0.50 0.13 1.17
H 0.4473 -3.4798 0.0016 0.90 0.38 -0.74
H -0.3789 -3.0154 -1.1736 2.10 -0.71 -0.21
O 0.5804 -3.2778 -0.9537 -3.28 -0.13 0.67

(2)
50
Properties=species:S:1:pos:R:3:forces:R:3 method="wB97M-V/def2-TZVPD" total_energy_ha=-1055.3838 e_above_lowest_kcal_mol=142.0 charge=0 smiles=NCCCCCCO.O.O.O.O.O.O.O.O.O molar_mass_da=279.33
C 1.6093 -3.4559 -0.7304 -3.67 3.57 2.73
O 0.1288 -3.2021 -0.3562 3.71 -1.95 2.72
C 2.1231 -2.3951 -1.6104 2.15 2.24 -2.51
C 3.0464 -1.4518 -0.8062 -0.13 2.14 -2.28
C 2.3262 -0.8455 0.3822 -3.81 -0.59 -2.32
C 2.0873 0.6313 0.3017 0.80 2.73 -1.09
C 0.9403 1.0931 1.2263 0.33 -1.46 -1.96
N 0.2428 2.3298 0.7097 3.81 0.62 9.07
H 1.6724 -4.3747 -1.1042 0.14 -3.80 -1.67
H 2.1035 -3.4436 0.2672 -0.40 0.00 -0.68
H -0.4265 -2.8782 -1.0036 -0.99 1.02 -2.91
H 1.4328 -1.5934 -2.0574 0.06 -1.92 0.56
H 2.7161 -2.8328 -2.5193 -1.06 0.69 1.56
H 3.9472 -1.8717 -0.5030 1.56 -1.38 0.67
H 3.4386 -0.6238 -1.5227 -0.89 -1.09 1.06
H 2.7132 -1.2338 1.2457 1.17 -0.43 2.55
H 1.1869 -1.3203 0.3900 2.70 1.01 -0.06
H 1.8889 0.9409 -0.7678 -0.39 -0.81 0.92
H 2.9589 1.3726 0.4819 -0.62 -1.55 0.21
H 0.3444 0.0918 1.2960 -0.16 2.26 0.02
H 1.4345 1.1899 2.1641 -0.38 0.68 1.07
H -0.0920 2.1326 -0.0873 -2.98 -1.21 -7.71
H 0.8859 3.1429 0.7302 -0.80 -0.96 -0.35
H -0.2885 1.4423 -2.7193 -1.98 -0.38 0.07
H 0.8353 2.3464 -2.8742 0.00 -1.40 -0.10
O 0.6405 1.3733 -2.8014 1.99 1.92 -0.21
H -4.8424 1.7073 0.4331 0.83 -2.54 -1.19
H -3.8048 0.4402 0.2349 -1.51 1.69 -0.13
O -4.6857 0.8141 -0.0563 0.70 1.39 1.41
H -2.9143 0.7091 3.0941 -0.39 0.01 0.24
H -1.4674 0.4152 2.8121 -2.00 -1.11 1.92
O -2.3064 -0.0167 3.2514 1.95 0.30 -1.92
H -1.6892 1.0957 -1.5306 -1.05 0.98 -0.59
H -2.9618 1.8802 -2.0435 0.17 -0.16 0.10
O -2.0631 2.0167 -1.7192 0.74 -0.98 0.41
H -2.1028 -1.2208 -1.5985 2.03 1.49 -0.07
H -0.9210 -0.6807 -0.8212 1.02 -0.18 1.87
O -1.2209 -0.6520 -1.7000 -1.74 -0.53 -2.28
H 2.5753 3.9410 -0.4619 0.41 -1.19 2.29
H 2.2931 3.4527 -1.9333 0.76 2.81 2.41
O 2.4655 4.2879 -1.3055 -1.00 -1.65 -4.67
H -0.7973 2.2743 2.3987 0.59 1.99 -3.82
H -0.7109 2.6888 3.8762 0.02 0.25 -0.03
O -0.8284 1.9759 3.2525 -0.10 -1.11 3.80
H -1.8923 -1.4540 2.2780 0.07 -1.82 -0.56
H -1.6098 -3.0332 2.4220 -0.05 0.94 -0.79
O -1.6717 -2.3066 1.7600 -0.15 0.88 1.68
H -2.3796 -2.1166 0.1355 2.60 -1.96 3.66
H -3.4151 -1.0456 -0.0600 -1.20 0.91 1.08
O -2.9451 -1.7371 -0.4501 -2.87 -0.35 -4.18

(3)
51
Properties=species:S:1:pos:R:3:forces:R:3 method="wB97M-V/def2-TZVPD" total_energy_ha=-1130.7572 e_above_lowest_kcal_mol=88.3 charge=0 smiles="CCCN(C)CC=O.O.O.O.O.O.O.O.O.O.O" molar_mass_da=295.33
C -1.3687 -1.8592 -1.5917 -0.61 -0.53 -0.58
C -2.7605 -2.4411 -1.2255 1.07 0.16 -0.39
C -0.4082 -1.7823 -0.4270 -0.04 0.89 0.13
N 0.6656 -0.7609 -0.6961 -0.06 -1.95 0.65
C 1.6941 -1.4438 -1.4992 0.97 -0.51 -0.37
C 1.2056 -0.3090 0.5955 0.37 2.82 -0.95
C 1.3827 1.2459 0.5402 0.67 -0.49 0.32
O 1.8981 1.8434 1.4460 -0.09 0.48 -0.37
H -1.5260 -0.9179 -2.1135 0.00 0.44 0.62
H -0.9258 -2.4590 -2.4128 -0.16 -0.09 0.51
H -2.6621 -3.5226 -1.2184 -0.39 -0.19 0.05
H -3.0972 -2.1061 -0.2420 -0.05 0.10 -0.18
H -3.4501 -2.1101 -2.0023 -0.26 -0.30 0.26
H -0.8508 -1.4891 0.5329 -0.65 0.34 -0.52
H -0.0334 -2.7685 -0.1518 0.53 0.02 -0.54
H 1.3073 -2.2625 -2.1118 -0.50 0.33 0.03
H 2.2384 -0.7980 -2.1866 -0.09 0.41 0.15
H 2.4552 -1.9586 -0.8924 -0.18 0.29 0.23
H 2.2145 -0.6262 0.8701 -0.18 -0.66 -0.22
H 0.5425 -0.4344 1.4403 -0.22 -0.42 0.09
H 1.1276 1.8094 -0.3764 -0.38 -0.36 -0.03
H 4.3030 2.6567 -1.6311 2.58 1.32 0.29
H 2.8819 2.9281 -2.1817 0.23 -0.07 0.39
O 3.4743 2.2901 -1.7359 -2.61 -1.41 -0.41
H 3.1371 0.8458 2.4754 -0.68 -0.15 -0.03
H 3.2890 0.4339 3.9184 -0.12 -0.16 0.05
O 2.8509 0.1612 3.1026 1.22 0.05 0.58
H -2.7215 2.6742 1.6782 -0.03 0.14 0.16
H -1.8711 2.3345 0.4218 0.12 -0.04 0.48
O -2.1306 2.0073 1.3264 0.11 -0.37 -0.08
H -1.1048 2.3190 -1.7343 -0.63 0.01 0.27
H -2.5281 2.8657 -1.3530 0.08 -0.17 -0.18
O -1.6051 2.8542 -1.0728 0.09 0.40 -0.19
H 0.7178 2.7961 -2.2512 0.22 0.34 -0.36
H 1.4312 2.9176 -3.5700 -0.15 0.02 -0.11
O 1.2712 3.4116 -2.7590 0.02 0.11 0.00
H -0.4386 -0.3090 3.5807 0.11 -0.66 -0.36
H -1.1733 0.9294 2.9207 -0.08 -0.15 -0.33
O -0.6397 0.6157 3.6553 -0.05 0.93 0.60
H -4.7054 1.2464 -0.1046 -0.01 -0.06 0.01
H -3.2647 0.7717 0.0373 -0.13 0.24 0.04
O -3.9625 0.9192 -0.6205 0.03 -0.12 -0.13
H -0.8673 0.7817 -3.2869 0.06 -0.24 0.13
H -0.0224 0.5008 -1.9400 -0.10 -0.32 -0.12
O -0.3081 1.1730 -2.6109 0.34 0.04 -0.04
H 1.2537 -1.7571 4.6279 -0.59 -0.41 0.09
H 1.9274 -1.3109 3.4143 -0.41 0.27 -0.62
O 1.1092 -1.7815 3.6734 0.75 0.13 0.49
H 0.6095 -2.9365 2.3015 -0.67 0.41 0.53
H -0.7461 -3.5425 1.6261 -0.04 0.59 0.51
O 0.1843 -3.6456 1.8144 0.62 -1.47 -0.56